# 1
Computed, not measured: a structure of composition HMnO3S in a non-equilibrium geometry, with ωB97M-V with the def2-TZVPD basis set.

XYZ file:
```
6
Properties=species:S:1:pos:R:3:lowdin_spin:R:1
S 0.3993 -1.4104 0.7547 0.603
O -0.0881 -0.1621 1.5450 0.277
O 0.4689 1.0285 -1.1818 0.119
Mn -1.1264 0.4948 -0.0915 4.722
O -0.8301 -1.5233 -0.1937 0.271
H 1.1765 1.5725 -0.8327 0.009
```

maximum force	2.23	eV Å⁻¹
HOMO level (alpha / beta)	-8.3 / -9.8	eV
multiplicity	7
LUMO (alpha / beta)	-1.14 / -1.34	eV
calculated total energy	-48312.889	eV


# 2
Computed, not measured: a cluster of 3 separate species, C32H59FN4O5PS in total in a non-equilibrium geometry, with ωB97M-V with the def2-TZVPD basis set.

XYZ file:
```
103
Properties=species:S:1:pos:R:3:lowdin_charge:R:1
C -1.2917 1.5089 2.8696 -0.118
C -1.6873 1.4938 1.3568 -0.283
C -0.4438 1.2235 0.4592 -0.257
P -0.5836 0.2021 -1.1841 0.708
C 1.0663 -0.8125 -0.8923 -0.268
C 2.1118 -1.0039 -2.0096 -0.238
C 3.1727 -2.0271 -1.5365 -0.277
O 3.9757 -1.5202 -0.4766 -0.070
C -1.4722 -1.1693 -0.0911 -0.286
C -1.1527 -1.6403 1.3490 -0.214
C 0.1999 -1.8256 2.0495 -0.182
C 0.9447 -3.1433 1.7427 -0.200
O 1.8120 -3.4240 2.8782 -0.215
C 3.0906 -2.8957 2.5222 -0.129
C -0.8861 -0.9950 -2.7183 -0.303
C -2.2182 -1.5434 -3.2770 -0.496
S -3.7856 -1.6770 -2.3807 0.990
C -3.6767 -3.1049 -1.3908 -0.725
N -2.9276 -4.1425 -1.4730 0.059
N -3.2700 -4.9250 -0.3813 0.040
C -4.1900 -4.3357 0.2556 -0.198
O -4.5171 -3.1467 -0.3408 0.011
C 0.4916 1.4661 -2.1828 -0.214
C 1.5348 2.3554 -1.5350 -0.245
C 1.3710 3.7303 -1.6770 -0.057
C 2.2051 4.6548 -1.1264 -0.065
C 3.2908 4.2701 -0.3520 -0.307
C 4.1509 5.3362 0.2675 -0.069
C 3.4937 2.9296 -0.2063 -0.054
C 2.6401 2.0176 -0.7837 -0.049
C -2.1842 1.2408 -1.5640 -0.322
F -2.0171 2.6248 -1.1845 -0.136
C -2.6103 1.4167 -3.0623 -0.245
C -3.0590 2.8523 -3.4284 -0.102
H -1.7882 2.3430 3.3814 0.052
H -0.2204 1.6629 3.0157 0.064
H -1.6083 0.6071 3.4004 0.049
H -2.1000 2.4942 1.2177 0.081
H -2.5345 0.8087 1.2670 0.080
H -0.1156 2.2594 0.2979 0.076
H 0.3222 0.8441 1.1404 0.053
H 1.6229 -0.4995 -0.0030 0.062
H 0.7926 -1.8482 -0.6551 0.062
H 2.7041 -0.1330 -2.3023 0.092
H 1.7456 -1.4493 -2.9418 0.099
H 2.6369 -2.9516 -1.2844 0.106
H 3.7814 -2.2630 -2.4219 0.108
H 4.8869 -1.6172 -0.7631 0.081
H -2.5439 -0.9361 -0.0301 0.041
H -1.4742 -2.0913 -0.6836 0.043
H -1.8058 -1.1370 2.0706 0.077
H -1.5903 -2.6539 1.4409 0.094
H 0.9450 -1.0294 1.9958 0.087
H -0.0117 -1.9284 3.1206 0.113
H 0.2372 -3.9651 1.6141 0.121
H 1.6069 -3.0130 0.8873 0.081
H 3.7695 -2.8490 3.3771 0.084
H 3.5749 -3.5061 1.7527 0.084
H 2.9951 -1.8758 2.1398 0.077
H -0.3925 -0.5557 -3.5969 0.068
H -0.2920 -1.8987 -2.5733 0.060
H -2.0665 -2.5523 -3.6792 0.067
H -2.4946 -1.0207 -4.1944 0.055
H -4.6913 -4.6529 1.1502 0.123
H -0.1677 2.2025 -2.6671 0.057
H 0.9496 1.0815 -3.1071 0.084
H 0.5219 4.0964 -2.2483 0.110
H 2.0347 5.7163 -1.2827 0.108
H 5.1094 4.9596 0.6331 0.068
H 4.3632 6.1412 -0.4414 0.070
H 3.6487 5.8102 1.1179 0.075
H 4.3269 2.5668 0.3882 0.110
H 2.8865 0.9758 -0.6239 0.081
H -3.0895 0.9351 -1.0310 0.092
H -1.7882 1.2220 -3.7565 0.090
H -3.4735 0.8080 -3.3422 0.064
H -3.4811 2.7722 -4.4404 0.072
H -3.8682 3.2074 -2.7905 0.042
H -2.2272 3.5475 -3.5153 0.071
C 5.5717 -6.2440 4.0196 -0.364
O 5.7905 -5.4105 3.1635 0.012
N 4.4163 -6.9206 4.1671 -0.199
C 4.2311 -7.9040 5.2122 -0.069
C 3.3189 -6.6541 3.2459 -0.024
H 6.3329 -6.5239 4.7705 0.128
H 4.0057 -8.8770 4.7690 0.086
H 3.4009 -7.6062 5.8566 0.088
H 5.1330 -7.9911 5.8157 0.078
H 3.6446 -6.8676 2.2268 0.096
H 3.0367 -5.6025 3.3064 0.076
H 2.4620 -7.2759 3.4929 0.087
C -4.2873 7.2035 -2.1832 -0.365
O -3.8943 6.6967 -3.2144 0.015
N -4.6722 6.5285 -1.0828 -0.198
C -5.1339 7.2054 0.1099 -0.069
C -4.6223 5.0719 -1.0924 -0.036
H -4.3653 8.2998 -2.0638 0.127
H -4.4888 6.9489 0.9531 0.089
H -6.1569 6.8963 0.3381 0.086
H -5.1147 8.2844 -0.0343 0.077
H -3.6010 4.7404 -1.2769 0.081
H -5.2592 4.6928 -1.8922 0.088
H -4.9636 4.6828 -0.1360 0.090
```

maximum force	2.21	eV Å⁻¹
HOMO level	-4.2	eV
total charge	-1
multiplicity	1
LUMO	2.27	eV
calculated total energy	-73175.542	eV


# 3
Computed, not measured: a cluster of 8 separate species, C22H49Cl2FN16O13P2 in total in a non-equilibrium geometry, with ωB97M-V with the def2-TZVPD basis set.

XYZ file:
```
105
Properties=species:S:1:pos:R:3:lowdin_charge:R:1
C 3.1970 0.8571 2.5276 -0.065
C 1.8868 0.7418 1.7502 -0.269
O 2.0719 -0.0424 0.5575 -0.185
P 0.9640 -1.1287 0.2075 0.495
O 0.4982 -1.9001 1.3791 -0.267
C -0.4021 -0.4354 -0.7098 -0.191
C -1.1008 0.7561 -0.0419 -0.167
C -1.7693 1.6955 -1.0841 -0.090
C -1.0429 2.9766 -1.2553 -0.073
C -0.0024 3.0920 -2.2054 0.064
C 0.4061 1.9213 -3.0760 -0.717
O -0.3448 1.6268 -4.0041 0.036
O 1.4574 1.3911 -2.6830 0.030
C 0.5920 4.3218 -2.2826 -0.171
F 1.5720 4.5449 -3.1469 0.143
C 0.1837 5.3998 -1.4882 -0.261
P 0.9905 7.0317 -1.6336 0.733
O 2.2775 7.1288 -0.9273 -0.408
N -0.7778 5.2622 -0.6076 0.155
N -1.3377 4.0671 -0.5207 -0.088
C -2.3614 3.9787 0.4798 -0.700
Cl -1.8167 3.5962 2.0580 0.793
C -3.6352 4.2095 0.2018 -0.704
C -4.7757 4.1788 1.1397 -0.101
Cl -4.0463 4.5868 -1.4338 0.765
O 1.6735 -2.0694 -0.8590 -0.181
C 2.7177 -2.8944 -0.3034 -0.268
C 3.6091 -3.3465 -1.4469 -0.066
H 3.1371 0.2453 3.4179 0.064
H 4.0011 0.5429 1.8715 0.081
H 3.3200 1.8846 2.8422 0.068
H 1.0848 0.3681 2.3789 0.109
H 1.5893 1.7402 1.4286 0.102
H -1.1393 -1.2273 -0.7823 0.084
H -0.0672 -0.2384 -1.7213 0.084
H -1.9063 0.3416 0.5525 0.113
H -0.4569 1.2888 0.6504 0.070
H -2.8128 1.8473 -0.8393 0.112
H -1.7560 1.2118 -2.0530 0.114
H 1.1004 7.2837 -3.0111 0.026
H 0.0192 7.9224 -1.1438 0.020
H -5.5585 3.5357 0.7479 0.090
H -4.4981 3.8325 2.1248 0.062
H -5.1935 5.1800 1.2049 0.093
H 3.3056 -2.3428 0.4265 0.106
H 2.2884 -3.7598 0.1932 0.110
H 4.1707 -4.2337 -1.1807 0.079
H 4.2701 -2.5276 -1.7121 0.070
H 2.9447 -3.5884 -2.2630 0.045
C 1.5173 -5.8907 -3.8907 -0.664
O 2.3254 -5.4932 -3.0710 0.024
N 0.3988 -6.5954 -3.5347 0.149
N 1.6636 -5.6609 -5.2316 0.151
H -0.2790 -6.9296 -4.1914 0.088
H 0.2635 -6.7752 -2.5578 0.103
H 2.4721 -5.1433 -5.5213 0.105
H 1.0117 -5.9756 -5.9233 0.089
C -4.0824 -1.5543 -2.1919 -0.657
O -3.3753 -1.0333 -1.3355 0.014
N -5.2360 -2.2086 -1.8946 0.163
N -3.7575 -1.5146 -3.5167 0.166
H -5.8252 -2.6444 -2.5893 0.050
H -5.4963 -2.2522 -0.9281 0.101
H -2.9094 -1.0419 -3.7726 0.104
H -4.3220 -1.9304 -4.2329 0.097
C -0.6525 -5.1824 3.4328 -0.694
O -1.4728 -5.9593 3.9011 -0.001
N 0.6868 -5.4768 3.3886 0.143
N -0.9827 -3.9701 2.9141 0.158
H 1.3735 -4.8544 3.0070 0.086
H 0.9752 -6.3612 3.7592 0.094
H -1.9514 -3.7178 2.9244 0.098
H -0.3095 -3.3279 2.5239 0.040
C 4.4202 -0.2067 -5.3941 -0.693
O 5.3735 -0.4749 -6.1089 0.005
N 4.5332 0.0109 -4.0531 0.157
N 3.1426 -0.0961 -5.8749 0.152
H 3.7471 0.2332 -3.4645 0.078
H 5.4448 -0.0532 -3.6438 0.097
H 3.0084 -0.2445 -6.8559 0.094
H 2.3519 0.1300 -5.2962 0.084
C 4.7749 1.9308 5.7338 -0.667
O 3.5811 1.8382 5.4815 0.007
N 5.2726 2.8201 6.6390 0.167
N 5.7035 1.1377 5.1178 0.158
H 6.2468 2.9044 6.8552 0.096
H 4.6227 3.4137 7.1275 0.075
H 5.3680 0.4733 4.4463 0.090
H 6.6862 1.1897 5.3036 0.094
C -8.2918 -3.9984 -3.3717 -0.664
O -7.5946 -3.0079 -3.5479 0.007
N -8.2184 -4.7572 -2.2389 0.159
N -9.1981 -4.4166 -4.3002 0.156
H -8.7812 -5.5705 -2.0801 0.097
H -7.5615 -4.4781 -1.5354 0.100
H -9.2739 -3.8778 -5.1422 0.106
H -9.7820 -5.2217 -4.1818 0.096
C 2.1627 4.9508 8.3879 -0.679
O 3.1682 4.5576 8.9574 0.017
N 1.7672 4.4702 7.1725 0.160
N 1.3511 5.9107 8.9312 0.144
H 0.9468 4.7850 6.6926 0.091
H 2.3288 3.7532 6.7411 0.076
H 1.6158 6.2822 9.8234 0.100
H 0.5207 6.2508 8.4872 0.089
```

maximum force	1.35	eV Å⁻¹
HOMO level	-9.0	eV
multiplicity	1
LUMO	-1.54	eV
calculated total energy	-120416.204	eV


# 4
Computed, not measured: a cluster of 2 separate species, C13H17NP in total in a non-equilibrium geometry, with ωB97M-V with the def2-TZVPD basis set.

XYZ file:
```
32
Properties=species:S:1:pos:R:3:lowdin_charge:R:1
C -4.6495 -0.3494 -0.6010 -0.046
C -4.2007 -0.2607 0.7003 -0.035
C -3.7449 -0.1889 -1.5801 -0.074
C -2.8924 0.0403 1.0132 -0.067
C -2.4065 -0.0070 -1.3393 -0.078
C -1.9619 0.1564 -0.0174 -0.332
C 2.3167 -0.7066 0.5340 0.023
C 1.7096 0.1728 -1.6782 -0.135
C 2.6727 -0.3334 -0.7580 -0.243
C 0.9157 -0.3998 1.1076 -0.415
C 4.0666 -0.4933 -1.2886 -0.023
C 0.1477 -1.7106 1.3106 -0.076
C 1.9120 3.0845 1.5344 0.088
N 0.4811 0.5473 -1.5234 -0.085
P -0.1970 0.5862 0.0202 1.181
H -5.5893 -0.5338 -0.9959 0.105
H -4.8823 -0.0022 1.4984 0.123
H -4.1194 -0.4008 -2.5962 0.135
H -2.6649 0.0971 1.9805 0.073
H -1.6732 0.3283 -2.0757 0.092
H 2.8941 -1.4216 1.0981 0.129
H 2.0307 0.1329 -2.6389 0.094
H 1.1925 0.2569 2.0040 0.132
H 4.4748 -1.4250 -0.8411 0.109
H 4.7036 0.3046 -1.1995 0.061
H 3.9406 -0.6651 -2.3569 0.086
H -0.7201 -1.5197 1.8200 0.041
H 0.7223 -2.4245 1.7492 0.063
H -0.3340 -2.0460 0.4050 0.095
H 1.5232 3.6390 0.6638 0.008
H 2.8264 2.5063 1.5229 -0.016
H 1.5060 3.0355 2.5277 -0.013
```

maximum force	4.02	eV Å⁻¹
HOMO level (alpha / beta)	-12.3 / -12.1	eV
total charge	+1
multiplicity	1
LUMO (alpha / beta)	-4.23 / -6.07	eV
calculated total energy	-24523.598	eV


- Which of these has the highest maximum force?
  C13H17NP